Record 1
Entry from OMol25: C2H2NO3 in the gas phase in a non-equilibrium geometry (the ωB97M-V functional and the def2-TZVPD basis).

Multiplicity = 2
LUMO (alpha / beta) = -0.2 / -5.1 eV
Energy relative to the best compared isomer or geometry (same formula, charge and spin) = 36.4 kcal/mol
HOMO level (alpha / beta) = -10.4 / -10.2 eV

The geometry in XYZ format:
```
8
Properties=species:S:1:pos:R:3:forces:R:3:mulliken_spin:R:1
O -2.25825 -0.04678 0.93609 0.3 0.3 0.0 0.81
O 1.69758 -1.06962 -0.46701 -2.5 1.7 -0.6 0.05
O 1.67921 1.12945 -1.01943 -1.0 0.6 -1.0 0.02
N -0.13425 0.43636 0.17887 -0.1 -0.8 -0.7 0.07
C -1.06279 -0.30593 0.65016 0.2 -2.8 -0.1 -0.02
C 1.23461 0.07418 -0.66243 4.1 -2.9 2.2 -0.02
H -0.34117 1.23188 -0.35317 -1.0 2.3 0.1 0.00
H -0.81495 -1.44954 0.73691 -0.1 1.5 0.3 0.08
```
Positions in Å, forces in eV/Å.

=====

Record 2
Entry from OMol25: 2 unconnected molecules or ions with the total composition C14H16 in a non-equilibrium geometry (the ωB97M-V functional and the def2-TZVPD basis).

SMILES = Cc1ccccc1.Cc1ccccc1
LUMO = 0.9 eV
Energy relative to the best compared isomer or geometry (same formula, charge and spin) = 35.3 kcal/mol
HOMO level = -8.7 eV

The geometry in XYZ format:
```
30
Properties=species:S:1:pos:R:3:forces:R:3:lowdin_charge:R:1
C -1.68337 -1.09083 1.27912 0.4 0.7 1.5 -0.09
C 0.95443 0.15571 -2.50745 -0.7 -1.8 -0.8 -0.11
C -3.76223 1.94070 0.18854 0.9 -0.2 -0.2 -0.05
C 1.76442 -0.78084 -0.51742 1.1 -0.4 0.2 -0.06
C 3.21880 -0.62317 -2.47193 -0.5 -0.9 1.0 -0.04
C 3.05469 -0.88362 -1.09955 -1.0 1.1 0.3 -0.27
C -2.52624 1.42386 2.29912 0.8 -1.6 -0.6 -0.04
C 0.68075 -0.41402 -1.25216 -0.3 2.4 -1.3 -0.07
C -2.83784 1.04758 0.97517 0.2 0.9 1.6 -0.28
C 2.10021 -0.17829 -3.20335 0.5 1.6 0.6 -0.09
C 4.12885 -1.18994 -0.08495 0.9 -1.1 -1.6 -0.06
C -2.25170 -0.10912 0.48737 -1.3 -1.0 -1.5 -0.10
C -1.37989 -0.72423 2.58926 -0.3 0.0 -0.3 -0.10
C -1.77542 0.51418 3.05938 0.1 1.1 0.6 -0.10
H -3.91086 1.43378 -0.76587 -0.2 0.7 -0.3 0.08
H -1.45072 0.76851 4.07007 -0.2 0.2 -0.2 0.10
H -3.30066 2.92747 0.14621 0.2 0.0 -0.8 0.08
H 4.10704 -2.27600 -0.02756 -0.2 -0.3 1.0 0.08
H -4.71098 2.19025 0.65202 -0.2 -0.7 0.3 0.08
H 1.70808 -0.88126 0.55996 -0.3 -0.4 0.0 0.11
H -0.32960 -0.21650 -0.92992 0.3 -0.4 0.8 0.06
H -2.75907 2.42148 2.63136 -0.3 0.0 0.4 0.11
H 2.06637 0.24411 -4.20915 0.9 -0.6 0.0 0.10
H -0.80407 -1.34580 3.25566 -0.1 -0.4 0.0 0.10
H 4.00621 -0.67987 0.86500 -0.1 -0.2 0.0 0.08
H -1.52286 -2.11874 1.00022 0.4 0.1 -0.7 0.11
H -2.35226 -0.33931 -0.58321 -0.4 0.1 0.4 0.11
H 4.19674 -0.84218 -2.86240 0.2 0.3 -0.6 0.10
H 5.15225 -1.08261 -0.46005 -0.1 0.7 0.0 0.07
H 0.21890 0.70871 -3.08352 -0.3 -0.2 0.3 0.10
```
Positions in Å, forces in eV/Å.

=====

Record 3
Entry from OMol25: 7 unconnected molecules or ions with the total composition C6H27NO6S in a non-equilibrium geometry (the ωB97M-V functional and the def2-TZVPD basis).

SMILES = CCNCCCCS.O.O.O.O.O.O
LUMO = 0.1 eV
Energy relative to the best compared isomer or geometry (same formula, charge and spin) = 24.1 kcal/mol
HOMO level = -8.7 eV

The geometry in XYZ format:
```
41
Properties=species:S:1:pos:R:3:forces:R:3:lowdin_charge:R:1
S 1.14288 -0.67268 -3.92046 -1.7 0.0 -0.5 0.71
O 2.61696 -1.67517 0.89232 -1.2 -1.3 0.2 -0.10
O 1.96822 -0.33779 3.12457 0.2 0.3 0.0 -0.05
O 1.33647 2.75042 -0.87284 0.2 1.5 -0.2 -0.06
O 2.40733 0.97758 0.82516 0.8 1.5 0.4 -0.06
O -2.85922 0.85909 -1.61079 -0.9 -1.3 -0.3 -0.05
O -1.34171 2.90680 -0.80840 -2.1 0.7 -0.1 -0.04
N -0.64024 -1.64431 1.44592 -1.1 -0.2 -0.6 -0.07
C -1.94426 0.48758 1.68765 0.1 -0.2 0.7 -0.10
C -0.60683 -1.58390 -1.12901 -0.5 -1.3 -0.4 -0.19
C 0.30745 0.24283 -2.56645 -0.2 0.8 -0.2 -0.55
C -0.52866 -2.39969 0.17958 1.4 0.8 0.3 -0.22
C -1.97668 -1.03837 1.66025 -1.0 -0.9 1.5 -0.27
C 0.40230 -0.45453 -1.20824 -1.2 0.5 -0.5 -0.29
H -2.74939 -1.39746 0.90706 1.2 0.3 0.7 0.12
H 1.77746 3.55352 -0.53442 -0.4 -0.5 -0.3 0.08
H 0.47072 -2.90384 0.20785 -0.9 -0.1 -0.1 0.10
H 3.33752 1.25674 0.94363 -0.6 -0.3 -0.1 0.11
H -1.64224 -1.19230 -1.21096 0.7 0.0 -0.1 0.09
H 1.21255 -0.19540 3.68298 -0.5 -0.2 0.6 0.05
H 1.66501 2.05120 -0.30556 0.4 -0.7 0.5 -0.01
H -1.52581 3.63632 -1.41818 0.2 -0.2 0.2 0.08
H -1.34288 0.85991 2.53127 -0.2 -0.1 -0.1 0.08
H 2.42718 0.02954 0.65521 0.2 -1.1 -0.4 0.00
H 0.73654 1.25507 -2.47678 -0.1 -0.5 -0.3 0.05
H -0.47625 -2.27536 -2.03532 -0.1 0.8 1.3 0.13
H -1.29280 -3.15637 0.24068 -0.2 -0.4 -0.3 0.11
H -0.76585 0.38493 -2.89345 1.2 -0.4 0.3 0.08
H -1.51952 0.89528 0.80327 0.7 0.2 -0.9 0.02
H -2.37933 -1.43819 2.69200 0.6 0.8 -1.8 0.13
H 2.55343 -1.52625 1.87001 -0.2 -0.4 -0.7 0.04
H 1.87535 -2.33154 0.67173 1.7 1.5 0.6 0.06
H 1.95159 0.42314 2.52080 0.2 0.0 -0.1 0.02
H -0.40656 2.80532 -0.78193 1.9 0.0 -0.1 -0.03
H -2.91502 0.96406 1.72250 -0.4 -0.1 0.4 0.08
H 0.16760 0.28740 -0.43457 0.0 -0.1 -0.1 0.08
H -2.97026 0.40809 -0.77043 -0.2 -0.1 0.0 0.01
H 0.10264 -0.98110 1.61465 0.0 0.1 -0.3 0.06
H -2.36349 1.62562 -1.36053 0.8 1.2 0.3 -0.04
H 2.36881 -0.69792 -3.49976 1.1 0.2 0.7 -0.19
H 1.41898 -0.75823 -1.04099 0.4 -0.4 0.0 0.08
```
Positions in Å, forces in eV/Å.